A molecular structure, C19H14I2IrN3O3S. Source: the OMol25 dataset; level of theory: wB97M-V/def2-TZVPD.

```
43
Properties=species:S:1:pos:R:3:lowdin_spin:R:1
Ir 0.77789 -0.47993 1.39928 0.033
O 2.37417 -1.88620 1.39688 0.000
C 2.52849 -3.00620 0.78585 0.000
C 3.46940 -3.93934 1.29818 0.000
C 3.69777 -5.14197 0.68366 0.000
C 3.00828 -5.49130 -0.48501 0.000
C 2.09920 -4.60728 -1.00773 0.000
C 1.83141 -3.36692 -0.39979 0.000
C 0.84726 -2.53160 -1.00517 -0.001
N 0.45488 -1.37105 -0.61593 -0.004
N -0.48736 -0.76534 -1.38584 0.000
C -0.89885 0.38661 -0.92633 0.001
O -0.46034 0.95585 0.11836 0.006
C -1.98444 1.05126 -1.70217 0.000
C -2.28106 2.38655 -1.45063 0.000
C -3.32447 3.00786 -2.11976 0.000
C -4.07964 2.29620 -3.04045 0.000
C -3.79155 0.96100 -3.29010 0.000
C -2.74600 0.33926 -2.62643 0.000
H 3.99106 -3.65798 2.20364 0.000
H 4.41129 -5.83734 1.10970 0.000
H 3.18211 -6.44628 -0.96363 0.000
H 1.56327 -4.85919 -1.91696 0.000
H 0.35993 -2.92076 -1.89724 0.000
H -1.69049 2.92607 -0.72120 0.000
H -3.55329 4.04718 -1.91840 0.000
H -4.90493 2.77835 -3.55043 0.000
H -4.39058 0.40081 -3.99741 0.000
H -2.50710 -0.70010 -2.79813 0.000
O 0.09579 1.11708 2.85832 0.009
N 0.20667 2.32833 2.36454 0.000
C -0.75104 3.22750 2.64429 0.001
C -0.68950 4.51583 2.17728 0.000
C 0.37964 4.88397 1.36271 0.001
C 1.34708 3.94978 1.06739 0.000
C 1.27461 2.65131 1.57812 0.001
S 2.45363 1.45147 1.29395 0.006
H -1.55431 2.85683 3.26268 0.000
H -1.46026 5.22085 2.45079 0.000
H 0.44004 5.88435 0.95515 0.000
H 2.19000 4.19590 0.43887 0.000
I -1.09855 -1.89774 2.65056 0.306
I -0.33009 -4.91366 3.71853 0.644
```

Calculated values
energy above the lowest of the compared OMol25 structures with the same formula, charge and spin: 59.7 kcal/mol
total charge: -1
frontier orbital gap (spin up / spin down): 0.2425 / 0.2033 Ha
E_tot: -2220.361073 a.u.
multiplicity: 2